{"formula": "C19H42O9S5", "method": "ωB97M-V/def2-TZVPD", "species": ["C", "C", "C", "O", "C", "C", "C", "C", "C", "O", "O", "C", "O", "H", "H", "H", "H", "H", "H", "H", "H", "H", "H", "H", "H", "C", "S", "O", "C", "H", "H", "H", "H", "H", "H", "C", "S", "O", "C", "H", "H", "H", "H", "H", "H", "C", "S", "O", "C", "H", "H", "H", "H", "H", "H", "C", "S", "O", "C", "H", "H", "H", "H", "H", "H", "C", "S", "O", "C", "H", "H", "H", "H", "H", "H"], "positions_angstrom": [[0.150, -3.302, -0.267], [1.235, -2.220, -0.186], [0.992, -1.019, -1.085], [-0.398, -0.640, -1.160], [-0.876, 0.310, -0.371], [-2.088, 0.877, -0.485], [-3.163, 0.609, -1.474], [-4.138, -0.468, -0.978], [-2.201, 1.827, 0.617], [-3.115, 2.521, 0.940], [-1.000, 1.865, 1.340], [-0.187, 0.880, 0.831], [0.850, 0.594, 1.346], [-0.826, -2.890, -0.519], [0.407, -4.077, -0.991], [0.048, -3.803, 0.695], [2.190, -2.649, -0.491], [1.361, -1.890, 0.845], [1.572, -0.159, -0.755], [1.282, -1.229, -2.115], [-3.698, 1.540, -1.668], [-2.693, 0.272, -2.399], [-3.587, -1.268, -0.479], [-4.676, -0.916, -1.807], [-4.837, -0.054, -0.250], [6.624, -1.911, 1.181], [4.877, -1.958, 1.575], [4.270, -2.994, 0.698], [4.458, -0.364, 0.858], [7.059, -2.848, 1.523], [6.733, -1.794, 0.103], [7.090, -1.082, 1.714], [4.742, -0.366, -0.194], [4.980, 0.424, 1.401], [3.382, -0.229, 0.964], [-3.882, -4.898, -4.556], [-3.403, -4.016, -3.066], [-4.274, -2.814, -2.987], [-1.814, -3.441, -3.674], [-4.884, -5.289, -4.390], [-3.887, -4.203, -5.395], [-3.188, -5.720, -4.730], [-1.972, -2.854, -4.578], [-1.165, -4.295, -3.867], [-1.380, -2.817, -2.894], [-0.353, 4.900, -0.021], [-1.214, 4.891, -1.601], [-0.188, 4.581, -2.631], [-1.482, 6.666, -1.656], [-0.038, 3.881, 0.192], [0.516, 5.552, -0.096], [-1.031, 5.237, 0.764], [-0.520, 7.172, -1.583], [-2.144, 6.958, -0.841], [-1.956, 6.891, -2.609], [-5.067, 5.286, 0.592], [-5.523, 4.236, -0.790], [-4.979, 4.889, -2.011], [-7.282, 4.606, -0.757], [-3.987, 5.214, 0.696], [-5.367, 6.311, 0.375], [-5.543, 4.918, 1.501], [-7.427, 5.677, -0.901], [-7.704, 4.278, 0.193], [-7.740, 4.054, -1.575], [7.947, -4.754, 5.911], [6.850, -4.269, 4.574], [7.724, -3.938, 3.415], [6.342, -2.703, 5.291], [8.404, -5.699, 5.626], [8.714, -3.990, 6.037], [7.368, -4.884, 6.825], [7.225, -2.088, 5.464], [5.805, -2.889, 6.221], [5.679, -2.224, 4.573]], "e_lumo_ev": -0.35, "molar_mass_g_mol": 574.9, "total_energy_ha": -3417.10047, "homo_ev": -8.60, "charge": 0, "homo_lumo_gap_ev": 8.26, "e_above_lowest_kj_mol": 0.0, "spin_multiplicity": 1}

---

{"formula": "C19H43Cl2FO15P4", "method": "ωB97M-V/def2-TZVPD", "species": ["C", "C", "Cl", "C", "Cl", "C", "C", "C", "F", "O", "C", "O", "O", "C", "P", "C", "C", "H", "H", "H", "H", "H", "H", "H", "H", "H", "H", "H", "H", "H", "H", "H", "H", "C", "O", "P", "O", "O", "C", "O", "C", "H", "H", "H", "H", "H", "H", "H", "H", "H", "C", "O", "P", "O", "O", "C", "O", "C", "H", "H", "H", "H", "H", "H", "H", "H", "H", "C", "O", "P", "O", "O", "C", "O", "C", "H", "H", "H", "H", "H", "H", "H", "H", "H"], "positions_angstrom": [[-0.431, 4.447, -4.110], [-0.679, 3.116, -3.128], [-1.383, 1.803, -4.272], [-1.723, 3.611, -1.965], [-0.857, 5.026, -1.059], [-2.062, 2.493, -0.812], [-0.715, 1.855, -0.131], [-0.581, 2.068, 1.488], [0.760, 2.639, 1.887], [-3.058, 3.192, 0.016], [-4.423, 3.049, -0.589], [-5.537, 3.738, -0.327], [-4.237, 1.922, -1.554], [-2.984, 1.176, -1.200], [-3.309, -0.147, 0.182], [-4.648, -1.320, -0.588], [-3.956, 0.658, 1.788], [-1.511, 4.877, -4.328], [-0.011, 4.113, -5.177], [0.310, 5.225, -3.646], [0.387, 2.808, -2.741], [-2.657, 4.094, -2.479], [-0.599, 0.691, -0.369], [0.257, 2.352, -0.613], [-0.651, 0.988, 1.977], [-1.377, 2.778, 1.968], [-2.561, 0.468, -2.060], [-4.175, -2.365, -0.882], [-5.533, -1.496, 0.160], [-5.117, -0.858, -1.573], [-3.151, 1.358, 2.311], [-4.896, 1.349, 1.573], [-4.209, -0.180, 2.581], [-1.142, 2.139, 5.712], [-2.051, 3.049, 5.124], [-2.483, 4.346, 6.183], [-3.817, 3.646, 6.470], [-2.665, 5.358, 4.896], [-3.320, 4.893, 3.727], [-2.914, 5.644, 7.243], [-3.093, 5.284, 8.599], [-0.916, 1.349, 4.991], [-0.217, 2.660, 5.971], [-1.582, 1.694, 6.607], [-4.064, 4.123, 3.949], [-2.575, 4.499, 3.030], [-3.826, 5.736, 3.251], [-2.311, 4.587, 8.915], [-4.078, 4.833, 8.743], [-3.031, 6.188, 9.211], [5.671, -2.244, -0.841], [4.263, -2.191, -0.961], [3.637, -0.584, -0.822], [3.214, -0.892, 0.620], [2.400, -0.961, -1.843], [1.731, -2.204, -1.705], [3.010, 1.023, -0.684], [3.643, 1.837, 0.285], [5.995, -3.283, -0.936], [6.130, -1.653, -1.638], [5.980, -1.858, 0.133], [1.740, -2.565, -0.672], [2.204, -2.942, -2.360], [0.692, -2.079, -2.019], [4.727, 1.698, 0.251], [3.265, 1.599, 1.282], [3.412, 2.883, 0.065], [4.844, -9.106, -4.037], [3.936, -8.197, -4.625], [3.504, -6.899, -3.565], [2.170, -7.600, -3.279], [3.322, -5.888, -4.853], [2.667, -6.352, -6.022], [3.073, -5.601, -2.506], [2.894, -5.962, -1.149], [5.071, -9.896, -4.758], [5.770, -8.585, -3.777], [4.405, -9.551, -3.141], [1.922, -7.122, -5.799], [3.412, -6.747, -6.719], [2.160, -5.509, -6.498], [3.675, -6.658, -0.834], [1.909, -6.412, -1.005], [2.956, -5.058, -0.538]], "e_lumo_ev": -2.81, "molar_mass_g_mol": 725.3, "total_energy_ha": -4263.52505, "homo_ev": -8.47, "charge": 0, "smiles": "C[C@H](Cl)[C@H](Cl)[C@@]1(CCF)OC(=O)O[C@@H]1P(C)C.COP(=O)(OC)OC.COP(=O)(OC)OC.COP(=O)(OC)OC", "homo_lumo_gap_ev": 5.66, "spin_multiplicity": 1}